No. 1
C10H22NSi | the ωB97M-V functional and the def2-TZVPD basis

Last column: Mulliken charge in e.
CARTESIAN COORDINATES (ANGSTROEM)
C (-2.042, -2.772, 0.012)  -1.247
C (-0.777, -2.326, -0.193)  -0.464
C (3.172, -0.129, 0.848)  -1.009
C (3.215, 0.150, -0.684)  -0.633
C (1.707, -0.196, 1.206)  -0.317
C (1.759, -0.126, -1.112)  -0.085
C (-2.923, 0.375, -0.864)  -1.787
C (-0.463, 2.189, -0.461)  -1.439
C (-1.774, 0.941, 2.020)  -1.148
C (-0.258, -1.010, -0.050)  0.787
N (1.213, -0.956, -0.032)  0.280
Si (-1.310, 0.480, 0.124)  0.112
H (-2.189, -3.757, -0.089)  0.422
H (-2.735, -2.072, 0.422)  0.231
H (-0.188, -3.189, -0.363)  0.247
H (3.555, -1.019, 1.152)  0.447
H (3.656, 0.594, 1.337)  0.494
H (3.264, 1.112, -1.048)  0.387
H (4.064, -0.343, -1.059)  0.366
H (1.619, -0.599, 2.193)  0.427
H (1.417, 0.881, 1.328)  0.047
H (1.048, 0.811, -1.286)  -0.157
H (1.771, -0.813, -1.947)  0.432
H (-3.935, 0.455, -0.407)  0.396
H (-3.063, 1.110, -1.564)  0.582
H (-3.128, -0.493, -1.295)  0.770
H (-0.065, 2.256, -1.424)  0.697
H (-1.364, 2.900, -0.544)  0.302
H (0.331, 2.461, 0.229)  0.334
H (-0.934, 0.757, 2.710)  0.306
H (-1.986, 2.015, 1.957)  0.330
H (-2.672, 0.464, 2.331)  0.389
H (-1.212, 0.465, -2.224)  0.079
H (1.434, -1.954, -0.129)  0.420

Output
Expectation value of S²: 2.03
2S+1: 3
Highest occupied orbital energy (spin up / spin down): -11.94 / -13.57 eV
Electronic energy: -20081.31716 eV
Net charge: +1

No. 2
C4H34N2O11S | the ωB97M-V functional and the def2-TZVPD basis

Last column: Mulliken charge in e.
CARTESIAN COORDINATES (ANGSTROEM)
C (0.342, 1.162, -0.382)  -0.205
N (-0.383, 0.508, 0.716)  0.645
C (-1.359, 1.339, 1.432)  -0.988
N (-1.812, 0.721, 2.669)  -0.613
C (-0.266, 0.995, -1.772)  -0.303
C (-1.533, 1.811, -1.998)  -0.636
S (-1.237, 3.616, -2.069)  -0.262
H (0.509, 2.219, -0.169)  0.112
H (1.336, 0.700, -0.402)  -0.154
H (-0.791, -0.370, 0.412)  0.312
H (-2.247, 1.610, 0.848)  0.184
H (-0.914, 2.299, 1.722)  0.472
H (-2.296, -0.141, 2.457)  0.261
H (-1.034, 0.563, 3.291)  0.289
H (0.475, 1.233, -2.527)  0.448
H (-0.505, -0.072, -1.941)  0.074
H (-2.031, 1.530, -2.929)  0.473
H (-2.256, 1.659, -1.206)  0.016
H (-0.552, 3.667, -3.209)  0.127
H (2.046, -2.609, 1.335)  0.466
H (2.348, -4.128, 1.257)  0.268
O (2.415, -3.314, 0.750)  -0.684
H (1.607, -1.733, -1.539)  0.327
H (1.525, -3.038, -0.763)  0.381
O (1.128, -2.571, -1.528)  -0.774
H (2.365, 4.582, -0.065)  0.321
H (0.866, 4.724, 0.326)  0.289
O (1.737, 4.480, 0.656)  -0.675
H (4.401, 0.419, 2.115)  0.262
H (3.040, 1.141, 1.901)  0.489
O (3.558, 0.327, 1.658)  -0.712
H (-3.359, -1.378, -2.202)  0.425
H (-2.632, -1.222, -3.570)  0.293
O (-2.971, -1.879, -2.957)  -0.744
H (-1.715, -2.550, 1.516)  0.256
H (-2.036, -2.812, -0.017)  0.425
O (-2.352, -2.371, 0.822)  -0.732
H (0.800, -0.883, 1.847)  0.327
H (2.308, -0.775, 2.252)  0.454
O (1.504, -1.331, 2.348)  -0.872
H (-1.922, -3.040, -2.115)  0.436
H (-0.505, -3.171, -1.470)  0.458
O (-1.431, -3.481, -1.388)  -0.764
H (2.046, 3.159, 1.767)  0.414
H (1.193, 1.898, 2.252)  0.222
O (2.029, 2.365, 2.344)  -0.793
H (-4.745, -1.023, -0.457)  0.276
H (-3.270, -1.146, -0.058)  0.395
O (-3.873, -0.678, -0.675)  -0.678
H (3.467, -0.372, 0.045)  0.382
H (3.612, -1.770, -0.536)  0.313
O (3.373, -0.871, -0.795)  -0.700

Output
SMILES: NCNCCCS.O.O.O.O.O.O.O.O.O.O.O
Highest occupied orbital energy: -9.41 eV
Electronic energy: -41040.19746 eV
Energy relative to the best compared isomer or geometry (same formula, charge and spin): 0.000 eV
Net charge: 0

No. 3
C35H41F4MnN7O2S2 | the ωB97M-V functional and the def2-TZVPD basis

Last column: Mulliken charge in e.
CARTESIAN COORDINATES (ANGSTROEM)
Mn (-0.528, -0.585, 0.009)  0.714
C (-2.477, 2.217, 1.377)  -1.315
C (-0.988, 2.135, 1.680)  -0.859
N (-0.418, 0.783, 1.849)  1.785
C (1.026, 0.915, 2.158)  0.235
C (1.392, 1.362, 3.568)  -1.576
C (-1.094, -0.067, 2.851)  -0.460
C (-2.413, -0.685, 2.377)  -1.427
N (-2.268, -1.151, 1.014)  0.329
C (-3.309, -1.690, 0.356)  0.035
C (-3.085, -2.202, -0.944)  0.143
F (-1.803, -2.166, -1.417)  -0.100
C (-4.060, -2.739, -1.745)  -0.128
F (-3.720, -3.192, -2.963)  -0.346
C (-5.374, -2.829, -1.320)  -0.665
C (-5.630, -2.356, -0.048)  0.048
F (-6.886, -2.413, 0.430)  -0.338
C (-4.657, -1.813, 0.766)  0.570
F (-5.043, -1.381, 1.991)  -0.352
H (-2.697, 3.208, 0.976)  0.445
H (-3.085, 2.090, 2.270)  0.286
H (-2.777, 1.472, 0.641)  0.109
H (-0.776, 2.738, 2.572)  0.363
H (-0.432, 2.586, 0.854)  0.348
H (1.499, -0.045, 1.965)  -0.510
H (1.437, 1.612, 1.427)  0.272
H (0.959, 2.328, 3.832)  0.357
H (2.477, 1.451, 3.627)  0.310
H (1.090, 0.629, 4.317)  0.293
H (-1.264, 0.483, 3.785)  0.322
H (-0.392, -0.877, 3.073)  -0.187
H (-3.226, 0.031, 2.491)  0.466
H (-2.638, -1.505, 3.071)  0.698
H (-6.148, -3.253, -1.939)  0.520
O (1.322, 0.159, -0.844)  -0.322
S (2.525, 0.462, -1.704)  0.301
C (1.888, 1.400, -3.110)  -1.004
C (0.758, 2.366, -2.752)  0.530
C (-0.368, 2.356, -3.799)  -1.071
C (-1.751, 2.640, -3.223)  -0.917
S (-2.526, 1.257, -2.336)  -0.110
O (-1.450, 0.762, -1.405)  0.112
C (-2.654, 0.086, -3.667)  1.246
C (-1.591, -0.744, -3.982)  -0.192
C (-1.725, -1.633, -5.037)  -0.940
C (-2.913, -1.685, -5.753)  -0.676
C (-3.978, -0.860, -5.416)  -0.596
C (-3.857, 0.030, -4.360)  -0.900
C (3.422, 1.698, -0.772)  0.846
C (3.659, 3.001, -1.184)  -0.608
C (4.384, 3.855, -0.363)  -0.683
C (4.865, 3.408, 0.858)  -0.809
C (4.632, 2.098, 1.259)  0.064
C (3.919, 1.236, 0.444)  -0.858
H (1.540, 0.590, -3.756)  0.534
H (2.749, 1.855, -3.604)  0.683
H (1.141, 3.381, -2.632)  0.529
H (0.352, 2.061, -1.789)  -0.603
H (-0.391, 1.397, -4.319)  0.310
H (-0.169, 3.104, -4.571)  0.526
H (-2.474, 2.903, -3.999)  0.564
H (-1.733, 3.453, -2.493)  0.481
H (-0.675, -0.719, -3.410)  0.325
H (-0.893, -2.281, -5.280)  0.519
H (-3.018, -2.387, -6.570)  0.407
H (-4.910, -0.922, -5.962)  0.425
H (-4.690, 0.660, -4.068)  0.495
H (3.291, 3.365, -2.133)  0.325
H (4.570, 4.873, -0.681)  0.397
H (5.426, 4.078, 1.495)  0.412
H (5.010, 1.736, 2.206)  0.279
H (3.744, 0.217, 0.776)  0.487
N (1.489, -1.856, -3.801)  -0.668
C (1.441, -2.536, -2.860)  0.713
N (1.405, -3.346, -1.824)  -0.890
C (1.058, -2.849, -0.693)  0.587
N (0.761, -2.422, 0.360)  -0.854
C (0.897, -3.572, 4.063)  -1.108
C (2.084, -2.676, 3.945)  0.927
C (2.995, -2.223, 4.873)  -1.268
C (3.871, -1.382, 4.152)  0.577
N (3.523, -1.321, 2.876)  -0.662
N (2.442, -2.120, 2.772)  0.534
C (5.060, -0.634, 4.660)  -1.139
H (0.874, -4.035, 5.047)  0.372
H (0.923, -4.360, 3.310)  0.299
H (-0.034, -3.018, 3.925)  0.120
H (3.028, -2.468, 5.922)  0.388
H (1.950, -2.203, 1.886)  0.323
H (5.874, -1.315, 4.914)  0.357
H (4.815, -0.062, 5.556)  0.281
H (5.424, 0.051, 3.896)  0.216

Output
Expectation value of S²: 8.75
2S+1: 6
Highest occupied orbital energy (spin up / spin down): -6.91 / -7.04 eV
Electronic energy: -115346.63380 eV
Energy relative to the best compared isomer or geometry (same formula, charge and spin): 0.000 eV
Net charge: 0

No. 4
C12H13F8NO3 | the ωB97M-V functional and the def2-TZVPD basis

Last column: Mulliken charge in e.
CARTESIAN COORDINATES (ANGSTROEM)
C (4.166, -3.368, 0.733)  0.030
C (2.976, -3.390, 0.859)  -0.709
C (1.514, -3.354, 1.068)  -0.329
N (1.233, -2.429, 2.161)  0.110
C (-0.017, -2.733, 2.912)  -0.633
C (-1.171, -3.365, 2.148)  -0.240
C (-2.097, -2.708, 1.367)  -0.651
C (1.321, -1.094, 1.761)  0.231
O (0.988, -0.638, 0.691)  -0.441
O (1.843, -0.311, 2.716)  -0.473
H (5.201, -3.131, 0.803)  0.426
H (1.089, -3.006, 0.124)  0.251
H (1.212, -4.370, 1.305)  0.453
H (0.203, -3.362, 3.773)  0.333
H (-0.386, -1.785, 3.294)  0.348
H (-1.291, -4.442, 2.279)  0.367
H (-1.812, -2.326, 0.388)  0.267
H (-3.124, -2.619, 1.711)  0.271
H (1.788, 0.601, 2.398)  0.389
C (0.283, 1.824, -1.280)  -0.650
C (-0.705, 2.284, -0.193)  0.893
C (-2.164, 1.852, -0.344)  0.159
F (-2.723, 2.359, -1.459)  -0.240
F (-2.876, 2.316, 0.713)  -0.273
F (-0.624, 3.625, -0.049)  -0.289
F (-0.270, 1.733, 0.973)  -0.268
O (0.626, 2.763, -2.290)  -0.404
C (-0.132, 2.890, -3.429)  0.735
C (-0.727, 4.294, -3.552)  0.200
F (-1.534, 4.564, -2.508)  -0.220
F (-1.467, 4.371, -4.681)  -0.256
F (-1.074, 1.934, -3.509)  -0.282
F (0.700, 2.708, -4.479)  -0.304
H (1.220, 1.654, -0.754)  0.390
H (0.009, 0.857, -1.699)  0.386
H (-2.245, 0.761, -0.362)  0.186
H (0.067, 5.043, -3.588)  0.237

Output
SMILES: FC(F)C(F)(F)COC(F)(F)C(F)F.C#CCN(CC=C)C(=O)O
Highest occupied orbital energy: -8.41 eV
Electronic energy: -42022.06083 eV
Net charge: 0

No. 5
C24H24BrN2O5Sc | the ωB97M-V functional and the def2-TZVPD basis

Last column: Mulliken charge in e.
CARTESIAN COORDINATES (ANGSTROEM)
Sc (-0.748, -0.760, -0.694)  1.052
O (-4.737, 5.199, 0.989)  -0.694
C (-3.780, 5.196, 0.170)  0.360
O (-3.403, 6.212, -0.456)  -0.689
C (-3.010, 3.833, -0.067)  0.310
C (-1.690, 3.870, -0.522)  -0.699
C (-0.995, 2.697, -0.812)  -0.518
N (-1.492, 1.460, -0.606)  0.182
C (-2.744, 1.398, -0.125)  0.745
C (-3.501, 2.531, 0.213)  -0.785
C (-3.414, 0.009, 0.051)  0.429
O (-4.585, -0.090, 0.271)  -0.577
O (-2.567, -1.012, -0.096)  -0.610
H (-1.144, 4.836, -0.650)  0.381
H (0.000, 2.703, -1.235)  0.518
H (-4.493, 2.342, 0.645)  0.511
Br (-3.344, -4.268, -3.514)  -0.098
C (-2.336, -2.685, -3.606)  -0.076
C (-2.804, -1.566, -4.293)  -0.186
C (-1.955, -0.434, -4.438)  -0.617
C (-0.784, -0.403, -3.679)  -0.238
N (-0.560, -1.344, -2.730)  -0.056
C (-1.166, -2.558, -2.847)  -0.222
H (-3.769, -1.623, -4.802)  0.439
H (-2.254, 0.437, -5.033)  0.405
H (-0.062, 0.356, -3.775)  0.495
H (-0.737, -3.423, -2.372)  0.525
C (3.195, 0.881, -1.242)  -1.238
C (3.856, -0.311, -0.490)  0.187
C (3.727, -1.540, -1.445)  -1.208
C (3.254, -0.649, 0.886)  0.551
C (4.251, -0.710, 1.848)  -0.629
C (4.038, -0.703, 3.216)  -1.258
C (2.727, -0.907, 3.599)  -0.723
C (1.676, -0.965, 2.699)  0.134
C (0.346, -1.209, 3.378)  0.595
C (-0.629, 0.016, 3.391)  -1.362
C (-0.456, -2.449, 2.938)  -1.299
C (1.885, -0.746, 1.291)  0.492
O (0.825, -0.570, 0.472)  0.158
H (3.825, 1.194, -2.078)  0.514
H (3.041, 1.752, -0.617)  0.381
H (2.218, 0.587, -1.657)  -0.097
H (4.911, -0.041, -0.353)  0.438
H (2.658, -1.816, -1.474)  0.091
H (4.311, -2.398, -1.114)  0.344
H (3.993, -1.252, -2.470)  0.392
H (5.261, -0.675, 1.482)  0.374
H (4.866, -0.593, 3.948)  0.333
H (2.443, -1.041, 4.633)  0.368
H (0.555, -1.390, 4.441)  0.514
H (-0.307, 0.865, 2.802)  0.280
H (-0.801, 0.365, 4.432)  0.307
H (-1.589, -0.244, 2.980)  0.286
H (-0.367, -2.645, 1.846)  0.028
H (-1.511, -2.351, 3.228)  0.403
H (-0.126, -3.371, 3.443)  0.361

Output
Highest occupied orbital energy: -7.17 eV
Electronic energy: -129239.37799 eV
Energy relative to the best compared isomer or geometry (same formula, charge and spin): 0.899 eV
Net charge: 0

No. 6
C13H9BCl40NO3 | the ωB97M-V functional and the def2-TZVPD basis

Last column: Mulliken charge in e.
CARTESIAN COORDINATES (ANGSTROEM)
O (-0.661, -0.429, 0.311)  -0.232
C (0.013, -1.339, -0.064)  -0.383
C (-0.542, -2.416, -0.989)  -0.035
N (0.318, -3.641, -0.976)  0.378
C (0.412, -4.315, -2.314)  -0.619
B (1.208, -3.407, -3.394)  0.757
O (2.506, -3.042, -3.223)  -0.506
O (0.557, -2.959, -4.507)  -0.447
H (1.084, -1.434, 0.220)  0.317
H (-1.551, -2.675, -0.662)  0.387
H (-0.567, -2.006, -2.003)  0.191
H (1.253, -3.417, -0.628)  0.413
H (-0.068, -4.309, -0.297)  -0.152
H (-0.599, -4.576, -2.638)  0.310
H (0.951, -5.258, -2.164)  0.165
H (2.892, -3.133, -2.347)  0.279
H (0.005, -3.604, -4.965)  0.306
C (-3.647, 1.488, -0.083)  0.243
Cl (-2.798, 1.820, 1.428)  -0.053
Cl (-2.566, 1.843, -1.434)  -0.077
Cl (-4.103, -0.229, -0.130)  -0.122
Cl (-5.093, 2.476, -0.207)  -0.009
C (0.484, 1.245, 4.868)  0.248
Cl (-0.742, 1.151, 3.593)  -0.031
Cl (0.803, -0.384, 5.484)  -0.130
Cl (1.972, 1.917, 4.196)  -0.036
Cl (-0.093, 2.264, 6.177)  -0.071
C (0.153, -7.700, 0.863)  0.379
Cl (-1.049, -8.933, 0.579)  -0.032
Cl (-0.697, -6.115, 0.989)  -0.194
Cl (1.021, -7.984, 2.356)  -0.057
Cl (1.290, -7.631, -0.491)  -0.113
C (1.641, 1.019, -4.249)  0.119
Cl (0.980, 0.031, -2.914)  -0.104
Cl (1.172, 0.321, -5.793)  -0.084
Cl (0.993, 2.647, -4.103)  0.014
Cl (3.391, 1.048, -4.092)  -0.043
C (-7.116, 4.480, -3.014)  0.343
Cl (-8.150, 5.709, -3.736)  -0.095
Cl (-7.219, 2.987, -3.951)  -0.093
Cl (-5.443, 5.047, -2.995)  -0.057
Cl (-7.646, 4.164, -1.356)  -0.101
C (4.531, 4.345, -2.095)  0.235
Cl (3.332, 3.359, -1.233)  -0.025
Cl (5.699, 3.279, -2.886)  -0.097
Cl (3.708, 5.320, -3.307)  -0.025
Cl (5.356, 5.379, -0.936)  -0.064
C (6.035, 4.035, 3.285)  0.311
Cl (5.011, 4.170, 4.715)  -0.081
Cl (6.733, 5.612, 2.906)  -0.103
Cl (7.331, 2.876, 3.593)  -0.097
Cl (5.067, 3.487, 1.913)  -0.034
C (0.671, 7.905, -2.845)  0.294
Cl (1.518, 7.618, -1.323)  -0.062
Cl (1.624, 8.989, -3.858)  -0.087
Cl (0.447, 6.365, -3.692)  -0.047
Cl (-0.904, 8.624, -2.517)  -0.099
C (-5.179, -8.345, -1.010)  0.306
Cl (-6.711, -7.488, -1.118)  -0.087
Cl (-5.362, -9.782, -0.008)  -0.085
Cl (-4.638, -8.812, -2.624)  -0.092
Cl (-3.957, -7.285, -0.276)  -0.033
C (0.966, 1.912, 10.416)  0.324
Cl (-0.676, 2.490, 10.710)  -0.096
Cl (1.985, 3.265, 9.919)  -0.090
Cl (1.614, 1.192, 11.889)  -0.098
Cl (0.936, 0.704, 9.127)  -0.040

Output
Highest occupied orbital energy: -12.42 eV
Electronic energy: -522825.16629 eV
Net charge: +1